82
Properties=species:S:1:pos:R:3:forces:R:3 method="wB97M-V/def2-TZVPD" homo_lumo_gap_ev="3.40 / 3.53" e_homo_ev="-0.77 / -0.91" total_charge=-1 fmax_ev_per_a=6.8 e_tot_ha=-4280.7244
Ga 0.0000 0.0000 0.0000 1.9 -0.1 -0.9
Cl -1.6062 0.2494 1.7442 -5.3 -0.3 -3.8
N 0.0803 2.0412 -0.0756 -0.8 2.7 0.0
N -0.0390 -2.0388 0.1895 -1.0 -2.5 0.5
C -0.8208 2.8210 -0.5419 0.8 -0.1 0.5
C -0.7932 -2.8662 -0.4306 0.5 0.2 0.6
C 1.1016 2.8626 0.6340 -0.4 0.1 0.0
C 0.3415 4.1873 0.7852 -0.1 0.0 -0.2
C 2.3201 3.0094 -0.2644 0.0 0.0 -0.2
C 1.4618 2.2371 1.9653 0.7 1.3 -0.4
H 2.0269 3.0475 -1.3125 0.0 0.1 -0.1
H 2.9851 2.1608 -0.1384 0.1 -0.1 0.0
H 2.8540 3.9279 -0.0208 0.1 0.0 0.1
H 0.6461 2.3284 2.6768 0.2 -0.1 -0.2
H 2.3549 2.7097 2.3734 0.2 0.3 -0.2
H 1.6774 1.1780 1.8317 0.2 0.5 -0.1
C 0.8106 -2.7992 1.1533 -0.5 -0.2 -0.2
C 0.6135 -4.2330 0.6403 -0.2 0.0 -0.2
C 0.2409 -2.6240 2.5533 0.1 -0.8 -0.2
C 2.2573 -2.3591 1.0889 0.1 0.1 0.1
H 2.6283 -2.3621 0.0689 0.1 -0.1 -0.2
H 2.8707 -3.0178 1.7038 0.1 -0.1 0.1
H 2.3636 -1.3460 1.4696 0.0 0.0 0.0
H -0.8060 -2.9174 2.5923 -0.2 -0.1 -0.1
H 0.2966 -1.5856 2.8636 0.0 -0.2 0.2
H 0.8042 -3.2362 3.2573 0.0 -0.1 0.0
O -0.5876 -4.1740 -0.1768 0.2 -0.5 -0.1
H 0.4486 -4.9589 1.4304 0.0 0.0 0.1
H 1.4308 -4.5613 -0.0014 0.1 0.0 -0.1
O -0.7047 4.1260 -0.2270 -0.1 0.3 0.0
H 0.9488 5.0645 0.5865 0.0 0.1 -0.1
H -0.1461 4.2796 1.7554 0.0 -0.1 0.0
C -1.9861 2.4210 -1.3766 0.0 0.1 0.0
C -1.9089 -2.5391 -1.3638 -0.1 -0.1 0.1
C -1.6569 -1.2772 -2.1345 -0.3 0.0 -0.6
H -2.8095 -2.4326 -0.7552 -0.1 0.1 0.1
H -2.0682 -3.3959 -2.0129 0.0 -0.1 -0.1
C -2.0206 -0.0609 -1.5467 0.6 0.0 -0.5
C -1.7057 1.1637 -2.1447 -0.3 0.0 -0.5
H -2.6439 -0.0679 -0.6636 0.0 0.0 0.4
C -1.0269 1.1750 -3.3609 -0.3 -0.1 0.4
C -0.7039 -0.0459 -3.9443 0.5 0.1 0.1
C -0.5770 2.4536 -3.9953 0.0 0.2 -0.1
C -0.9754 -1.2736 -3.3489 -0.4 0.1 0.5
H -0.1547 -0.0394 -4.8772 0.0 0.0 -0.1
C -0.4590 -2.5354 -3.9643 0.0 -0.2 0.0
H -0.0414 -2.3469 -4.9494 0.0 0.1 -0.1
H -1.2330 -3.2958 -4.0726 0.0 0.0 0.0
H 0.3353 -2.9619 -3.3505 0.1 -0.1 0.1
H -1.3810 3.1866 -4.0689 0.0 0.0 0.0
H -0.1961 2.2797 -4.9979 0.0 -0.1 -0.1
H 0.2259 2.9118 -3.4168 0.1 0.0 0.1
H -2.2455 3.2586 -2.0206 0.0 0.1 -0.1
H -2.8275 2.2717 -0.6974 -0.1 -0.1 0.1
C -1.7544 2.0499 5.0881 0.0 0.6 0.3
Si -1.4431 0.2837 4.5256 0.7 -0.1 -2.1
C -1.1104 -0.8559 5.9843 0.2 -0.1 0.8
C -3.2028 -0.2997 4.1361 -0.6 0.0 -0.2
C -0.1240 0.3634 2.7908 2.5 -0.4 6.3
Si 1.5656 0.1855 4.1406 0.2 0.0 -1.2
C 1.9485 -1.5032 4.8985 0.3 -0.7 0.7
C 3.3734 0.4481 3.5707 1.0 0.1 0.2
C 1.5569 1.4320 5.5562 -0.1 0.3 0.6
H -2.4871 2.0420 5.9213 0.2 0.1 -0.3
H -2.1817 2.6199 4.2379 0.1 -0.3 0.4
H -0.8448 2.5758 5.4194 -0.4 -0.1 -0.1
H -1.9385 -0.7390 6.7133 0.3 0.0 -0.3
H -1.1201 -1.9063 5.6286 0.1 0.5 0.2
H -0.1750 -0.6415 6.5261 -0.3 -0.3 -0.2
H -3.6931 0.3661 3.3971 0.2 -0.5 0.3
H -3.1772 -1.3404 3.7538 -0.2 0.5 0.1
H -3.8091 -0.2686 5.0642 0.2 -0.1 -0.3
H 0.5223 -0.1434 1.9247 -0.3 0.3 0.7
H 2.4277 -2.1458 4.1368 -0.2 0.3 0.3
H 2.7035 -1.3677 5.6999 -0.2 -0.1 -0.1
H 1.0911 -2.0329 5.3340 0.3 0.0 -0.2
H 3.6598 1.4782 3.3253 -0.2 -0.2 -0.2
H 4.0376 0.1912 4.4213 -0.2 -0.1 -0.2
H 3.6565 -0.2152 2.7372 0.0 0.3 0.1
H 1.5387 2.4578 5.1372 -0.1 -0.4 0.3
H 0.7267 1.3036 6.2663 0.2 0.3 -0.2
H 2.4918 1.3089 6.1390 -0.3 0.1 -0.3


82
Properties=species:S:1:pos:R:3:forces:R:3 method="wB97M-V/def2-TZVPD" homo_lumo_gap_ev="5.84 / 4.88" e_homo_ev="-3.04 / -2.08" multiplicity=3 total_charge=-1 e_above_lowest_ev=0.000 fmax_ev_per_a=3.7 e_tot_ha=-3300.2441
V 0.7074 -0.1205 -0.6220 -2.1 -0.1 1.3
Cl 2.6208 -0.1812 -1.7776 1.7 0.0 -1.4
N 0.8888 1.9744 -0.5933 -1.1 1.2 -1.3
N 0.8054 -2.2170 -0.5605 -1.0 -1.2 -1.4
C 0.3864 2.7375 -1.5216 0.6 -2.1 1.2
C 0.3057 -2.9707 -1.4966 0.8 1.9 1.3
C 1.8477 2.7774 0.1643 0.3 0.1 0.8
C 2.1505 3.9028 -0.7914 0.0 0.6 -1.0
C 3.0863 2.0139 0.5801 0.5 0.1 -0.3
C 1.1642 3.3310 1.4111 -0.1 -0.1 -0.2
H 3.5549 1.5864 -0.3075 0.1 0.0 0.2
H 2.8706 1.1994 1.2767 -0.1 0.1 0.0
H 3.7760 2.7138 1.0713 -0.1 -0.2 0.0
H 0.3001 3.9195 1.0994 -0.1 0.1 0.2
H 1.8603 3.9512 1.9798 0.0 0.1 0.0
H 0.8390 2.4940 2.0258 -0.1 0.2 0.1
C 1.7417 -3.0406 0.2035 0.1 -0.2 0.9
C 2.0294 -4.1848 -0.7313 0.0 -0.6 -1.0
C 0.9980 -3.5541 1.4312 -0.2 0.4 -0.3
C 2.9918 -2.3104 0.6411 0.5 -0.1 -0.3
H 3.4828 -1.8979 -0.2397 0.1 0.0 0.2
H 3.6622 -3.0235 1.1431 -0.1 0.2 0.0
H 2.7852 -1.4858 1.3289 -0.1 -0.1 -0.1
H 0.1197 -4.1113 1.0942 0.0 -0.1 0.2
H 0.6788 -2.6650 1.9752 -0.1 -0.5 -0.1
H 1.6400 -4.1815 2.0554 -0.1 0.0 0.0
O 0.8906 -4.1545 -1.6597 0.5 -1.0 0.1
H 2.0646 -5.1849 -0.2776 -0.2 0.4 0.0
H 2.9549 -4.0514 -1.3069 -0.2 0.1 -0.1
O 0.9830 3.9086 -1.6846 0.6 1.2 0.1
H 3.0491 3.7218 -1.3999 -0.3 -0.1 0.0
H 2.2376 4.9091 -0.3595 -0.2 -0.4 0.1
C -0.7656 2.3958 -2.4080 -0.1 0.6 0.1
C -0.8313 -2.6141 -2.3912 -0.2 -0.5 0.1
C -0.7396 -1.3022 -3.1214 -0.5 0.4 -0.4
H -1.7500 -2.5684 -1.7835 0.3 -0.1 0.1
H -0.9546 -3.4376 -3.0892 0.0 -0.1 0.0
C -0.6427 -0.1131 -2.3392 3.3 0.1 -1.6
C -0.7047 1.0782 -3.1239 -0.6 -0.3 -0.5
H -0.8397 -0.1213 -0.8110 -2.4 0.0 0.0
C -0.9111 1.0888 -4.5260 -0.2 0.9 1.7
C -1.0056 -0.1018 -5.1860 -0.4 0.0 -1.7
C -1.1601 2.3708 -5.2801 0.0 -0.1 -0.6
C -0.9233 -1.2975 -4.5296 -0.3 -0.9 1.7
H -1.2608 -0.0941 -6.2645 0.3 0.0 0.6
C -1.1756 -2.5666 -5.3040 -0.1 0.1 -0.5
H -1.3104 -2.3289 -6.3666 0.1 0.0 0.2
H -2.0962 -3.0643 -4.9927 0.0 0.0 0.1
H -0.3658 -3.2898 -5.2362 0.1 -0.1 0.1
H -2.0797 2.8711 -4.9672 0.0 0.0 0.2
H -1.2927 2.1471 -6.3456 0.1 0.0 0.1
H -0.3480 3.0911 -5.2035 0.1 0.1 0.1
H -0.8995 3.2287 -3.0904 0.1 0.0 -0.1
H -1.6868 2.3633 -1.8156 0.4 0.2 0.1
C -0.9073 -0.0718 5.0125 0.0 0.0 0.5
Si -0.2821 -0.9257 3.4498 0.0 1.2 -2.3
C 1.4392 -1.4319 4.0538 0.2 -0.4 0.4
C -1.5123 -2.3583 3.2642 0.0 -0.5 0.3
C -0.2023 0.0993 1.8033 -0.1 0.3 1.2
Si -1.7104 1.2584 1.9613 1.7 -1.1 -0.5
C -1.6101 2.5978 3.2940 -0.4 0.5 0.4
C -2.2875 2.2730 0.4812 -0.3 0.5 -0.2
C -3.2782 0.2527 2.2725 -0.5 0.1 0.2
H -0.8410 -0.8437 5.8007 -0.1 0.3 -0.1
H -1.9377 0.3093 4.9883 0.3 -0.2 0.0
H -0.2370 0.7559 5.2899 -0.2 -0.2 0.0
H 1.2820 -2.0087 4.9849 0.2 0.1 -0.2
H 2.0600 -2.0413 3.3805 -0.3 0.3 0.3
H 2.0087 -0.5251 4.3236 -0.2 -0.3 -0.1
H -1.3856 -2.9691 2.3598 0.0 0.3 0.3
H -1.3765 -3.0087 4.1448 -0.2 -0.1 -0.2
H -2.5507 -1.9965 3.2798 0.4 -0.1 0.0
H 0.7881 0.6316 1.7277 -0.8 -0.3 0.6
H -0.8896 3.3945 3.0479 -0.3 -0.3 0.0
H -2.6182 3.0523 3.2867 0.3 0.1 0.2
H -1.4030 2.2636 4.3201 -0.1 0.1 -0.5
H -1.5886 3.0278 0.0850 -0.2 -0.3 0.4
H -2.6258 1.6471 -0.3543 0.1 0.0 0.3
H -3.1712 2.8183 0.8536 0.1 0.0 -0.2
H -3.3971 -0.5373 1.5166 0.1 0.2 0.2
H -3.4098 -0.1962 3.2711 0.1 0.3 -0.4
H -4.0855 0.9916 2.1241 0.0 -0.3 0.1